C3H8N4 | ωB97M-V with the def2-TZVPD basis set

Atoms and positions in Å:
N  -1.35  -0.05  -0.01
N  -2.00  -0.74  -0.79
N  1.07  0.41  1.28
N  -2.42  -1.63  -1.34
C  1.53  0.37  0.12
C  1.88  -0.87  -0.81
C  -1.81  1.06  0.67
H  1.00  -1.42  -1.19
H  -2.80  0.92  1.11
H  0.96  -0.49  1.70
H  2.57  -1.55  -0.40
H  2.30  -0.41  -1.65
H  1.83  1.33  -0.26
H  -1.53  1.91  0.04
H  -1.24  1.15  1.55

HOMO = -9.27 eV
HOMO-LUMO gap = 10.1867 eV
energy above the lowest of the compared OMol25 structures with the same formula, charge and spin = 4.1324 eV
E_tot = -9197.5010 eV
net charge = 0

***

C29H46N3O7S | ωB97M-V with the def2-TZVPD basis set

Atoms and positions in Å:
S  0.38  -3.46  1.63
O  6.69  -4.72  -1.11
O  -6.72  -3.40  -1.73
O  5.12  -4.71  -2.70
O  0.03  4.09  -0.11
O  -3.69  3.13  -0.43
O  -2.50  -2.27  0.55
O  5.77  1.42  1.97
N  1.12  -4.49  0.63
N  6.96  -3.26  1.71
N  1.51  -2.34  1.80
C  0.25  3.04  -1.06
C  -3.20  4.23  0.36
C  4.74  -2.65  0.06
C  2.33  -3.97  0.40
C  -8.44  -4.99  -2.02
C  -3.61  -2.60  -0.29
C  7.38  2.23  3.49
C  3.79  -2.07  0.84
C  2.32  4.12  -0.68
C  -7.47  -4.07  -2.75
C  7.15  -2.81  0.54
C  -4.51  -1.37  -0.31
C  7.05  3.33  2.49
C  -4.88  5.07  -1.07
C  2.55  -2.73  1.05
C  1.55  3.38  -1.78
C  -2.50  -0.87  0.83
C  5.55  -4.51  -1.54
C  6.19  1.29  3.33
C  4.51  -3.90  -0.61
C  3.33  -4.54  -0.42
C  6.07  -1.97  -0.12
C  -7.33  -3.61  -0.46
C  1.20  4.89  0.01
C  -3.50  -0.24  -0.13
C  6.41  2.54  1.36
C  -8.70  -4.21  -0.73
C  -4.58  3.62  -1.43
C  -3.58  5.49  -0.38
H  2.77  3.41  0.00
H  -2.80  -0.72  1.88
H  -3.67  4.19  1.35
H  7.51  2.58  4.51
H  8.30  1.72  3.19
H  -3.69  6.35  0.28
H  -5.47  3.00  -1.46
H  -0.60  2.98  -1.74
H  -5.19  -1.39  0.55
H  5.66  3.12  0.80
H  -2.82  5.73  -1.13
H  -5.10  -1.30  -1.22
H  3.17  -5.48  -0.92
H  6.29  -1.79  -1.17
H  -9.43  -3.42  -0.91
H  -1.49  -0.48  0.71
H  -5.71  5.12  -0.36
H  0.33  2.09  -0.52
H  -3.93  0.69  0.25
H  -4.08  3.56  -2.40
H  -3.23  -2.82  -1.29
H  7.78  -3.80  1.97
H  5.36  1.59  3.98
H  -7.38  -2.66  0.08
H  -2.12  4.11  0.49
H  -6.79  -4.61  -3.40
H  1.36  4.06  -2.62
H  -3.01  -0.02  -1.08
H  1.41  5.07  1.07
H  6.32  4.02  2.93
H  -7.96  -5.94  -1.80
H  6.07  -1.01  0.40
H  3.11  4.78  -1.06
H  7.91  3.91  2.17
H  -8.00  -3.31  -3.34
H  3.97  -1.12  1.32
H  8.07  -3.01  -0.01
H  -5.14  5.68  -1.94
H  6.44  0.25  3.53
H  7.16  2.17  0.66
H  -9.06  -4.83  0.09
H  -6.70  -4.30  0.11
H  -4.10  -3.49  0.10
H  1.02  5.86  -0.47
H  2.07  2.51  -2.16
H  -9.34  -5.19  -2.60

HOMO = -4.44 eV
HOMO-LUMO gap = 6.5622 eV
energy above the lowest of the compared OMol25 structures with the same formula, charge and spin = 0.0000 eV
E_tot = -60456.4016 eV
net charge = -1

***

C20H25N10RuS3Sb | ωB97M-V with the def2-TZVPD basis set

Atoms and positions in Å:
Sb  -4.02  -1.57  0.76
Ru  -0.70  -2.13  0.25
S  -2.44  -2.37  -1.17
S  -5.62  -3.14  1.07
S  -2.10  -2.17  2.18
N  -1.54  -5.11  0.17
N  2.33  -1.23  0.01
N  3.55  -2.96  0.46
N  -0.51  -4.24  0.32
N  3.53  -1.65  0.16
N  1.83  -4.56  0.81
N  -1.09  -6.31  0.34
N  0.24  -6.29  0.58
N  -0.41  -0.12  0.19
N  1.48  -2.26  0.24
C  0.81  1.71  3.80
C  0.03  3.95  2.98
C  -0.03  0.49  1.37
C  0.22  2.47  2.80
C  -1.38  0.93  -3.84
C  0.55  -5.01  0.56
C  0.08  -0.29  -2.21
C  0.03  0.40  -3.58
C  -1.77  1.92  -2.75
C  -0.75  3.07  -2.73
C  1.03  1.56  -3.58
C  -1.77  1.21  -1.39
C  0.64  1.81  -1.08
C  -0.20  1.86  1.63
C  0.65  2.51  -2.45
C  1.42  -0.55  4.75
C  0.89  0.32  3.64
C  0.47  -0.27  2.46
C  -0.38  0.64  -1.07
C  2.27  -3.30  0.50
H  0.29  4.26  3.99
H  2.04  1.17  -3.42
H  -1.43  1.41  -4.82
H  1.10  -0.61  -1.99
H  -1.02  3.80  -1.95
H  2.54  -5.27  0.91
H  -2.05  1.91  -0.60
H  -0.55  -1.18  -2.25
H  -2.77  2.31  -2.95
H  1.37  3.33  -2.39
H  -2.50  0.39  -1.38
H  1.02  2.08  -4.54
H  2.33  -1.07  4.43
H  0.42  -1.35  2.44
H  -2.09  0.09  -3.84
H  0.68  -1.31  5.01
H  -0.76  3.59  -3.69
H  -1.01  4.24  2.80
H  1.63  1.43  -0.80
H  0.30  -0.33  -4.35
H  1.65  0.03  5.64
H  0.65  4.52  2.28
H  0.37  2.58  -0.36
H  1.14  2.17  4.72
H  -0.73  2.47  0.91

multiplicity = 5
<S²> = 6.03
HOMO (spin up / spin down) = -1.80 / -1.88 eV
HOMO-LUMO gap (spin up / spin down) = 6.1150 / 5.6078 eV
energy above the lowest of the compared OMol25 structures with the same formula, charge and spin = 0.7381 eV
E_tot = -77674.6572 eV
net charge = -2